The molecule C3H8O2SSi. Source: OMol25; level of theory: the ωB97M-V functional and the def2-TZVPD basis.

XYZ file:
```
15
C3H8O2SSi | OMol25 | the ωB97M-V functional and the def2-TZVPD basis
H 0.9139 -1.5532 0.4992
C -0.4699 1.2194 0.4370
Si -0.6968 -0.9695 -1.2929
O 1.7872 1.1231 -1.8315
H -1.1440 -0.7184 -2.5944
H -0.4027 2.3112 0.1877
S 1.7768 0.6173 -0.4790
H -1.3916 -2.1155 -0.7211
H 0.3507 1.2319 2.2329
H 1.6487 -1.6654 -1.3271
H -0.2138 -0.3869 1.7084
C -0.5004 0.7201 1.8772
H -1.4536 0.7976 2.4093
O -1.2446 0.4805 -0.5090
C 1.0401 -1.0922 -0.5968
```

Properties
**E**: -26046.3387 eV
**HOMO level (alpha / beta)**: -0.2928 / -0.2928 hartree
**Energy above the lowest of the compared OMol25 structures with the same formula, charge and spin**: 55.4 kcal/mol
**Kohn-Sham gap (alpha / beta)**: 8.29 / 8.29 eV

natural (NBO) atomic charge list, values in e, 6 entries: 0.263 0.148 1.434 -0.961 -0.184 0.199